The following is a DFT calculation (ωB97M-V/def2-TZVPD) of C43H35F6LiO4P3S2 as an isolated structure.

Geometry (Å):
Li1 1.695 0.599 -0.555
O1 -1.321 -2.134 0.645
S1 0.048 -1.879 0.199
C1 0.147 -2.916 -1.306
C2 -0.136 -4.269 -1.304
C3 -0.080 -4.974 -2.496
C4 0.214 -4.319 -3.681
C5 0.401 -2.948 -3.693
C6 0.343 -2.236 -2.502
P1 0.249 -0.415 -2.379
C7 0.773 0.157 -4.046
C8 -0.070 0.111 -5.154
C9 0.343 0.628 -6.370
C10 1.608 1.179 -6.499
C11 2.456 1.220 -5.404
C12 2.034 0.733 -4.179
C13 -1.560 -0.269 -2.586
C14 -2.434 -1.334 -2.776
C15 -3.795 -1.108 -2.882
C16 -4.299 0.176 -2.780
C17 -3.433 1.244 -2.593
C18 -2.073 1.023 -2.505
C19 1.001 -2.837 1.460
C20 1.410 -4.157 1.487
C21 1.921 -4.677 2.666
C22 2.006 -3.896 3.805
C23 1.637 -2.564 3.761
C24 1.162 -2.031 2.572
P2 0.831 -0.219 2.356
C25 -0.509 -0.029 3.564
C26 -1.799 -0.313 3.124
C27 -2.863 -0.213 4.001
C28 -2.649 0.181 5.313
C29 -1.365 0.460 5.752
C30 -0.292 0.351 4.884
C31 2.332 0.470 3.116
C32 2.339 1.745 3.678
C33 3.488 2.240 4.267
C34 4.651 1.483 4.276
C35 4.661 0.232 3.682
C36 3.511 -0.275 3.106
H1 -0.441 -4.753 -0.389
H2 -0.280 -6.035 -2.500
H3 0.245 -4.872 -4.607
H4 0.564 -2.424 -4.622
H5 -1.057 -0.324 -5.069
H6 -0.325 0.606 -7.219
H7 1.929 1.592 -7.445
H8 3.447 1.643 -5.496
H9 2.684 0.802 -3.315
H10 -2.068 -2.348 -2.847
H11 -4.471 -1.938 -3.038
H12 -5.366 0.343 -2.835
H13 -3.824 2.248 -2.506
H14 -1.393 1.848 -2.337
H15 1.374 -4.776 0.607
H16 2.242 -5.706 2.693
H17 2.379 -4.315 4.726
H18 1.731 -1.935 4.632
H19 -1.945 -0.614 2.096
H20 -3.860 -0.444 3.659
H21 -3.483 0.265 5.994
H22 -1.198 0.764 6.775
H23 0.708 0.562 5.236
H24 1.438 2.335 3.642
H25 3.490 3.224 4.718
H26 5.546 1.873 4.740
H27 5.568 -0.354 3.659
H28 3.540 -1.253 2.654
F1 2.597 -0.627 0.245
P3 3.883 -1.232 -0.708
F2 2.863 -1.217 -1.977
F3 4.212 0.327 -1.023
F4 4.823 -1.202 0.574
F5 5.050 -1.756 -1.640
F6 3.352 -2.700 -0.338
C37 -4.950 5.542 -0.235
C38 -3.735 4.683 -0.082
C39 -2.576 4.946 -0.804
C40 -1.455 4.144 -0.664
C41 -1.494 3.079 0.214
C42 -2.626 2.814 0.960
C43 -3.741 3.616 0.810
S2 -0.197 1.873 0.348
O2 0.886 2.169 -0.594
O3 0.297 1.917 1.733
O4 -0.798 0.588 0.055
H29 -5.074 5.886 -1.258
H30 -4.860 6.426 0.394
H31 -5.841 5.002 0.074
H32 -2.558 5.778 -1.490
H33 -0.561 4.323 -1.238
H34 -2.617 1.977 1.639
H35 -4.634 3.410 1.378

Calculated values
multiplicity = 2
gap between HOMO and LUMO (spin up / spin down) = 8.57 / 5.60 eV
largest force on an atom = 2.8 eV Å⁻¹
HOMO level (spin up / spin down) = -8.083 / -8.231 eV
electronic energy = -119402.14120 eV
charge = 0
M = 893.73 g/mol

The molecule's Mulliken atomic charges, reported in e, are given here: Li 0.83; O -0.78; S 2.29; C 0.25; C -0.50; C -1.13; C -0.82; C -0.99; C 0.08; P 1.15; C 0.28; C -0.32; C -0.84; C -0.60; C -0.68; C -0.55; C 0.61; C -0.21; C -0.77; C -0.74; C -0.71; C -0.53; C -0.25; C -0.40; C -1.00; C -0.85; C -0.16; C -0.63; P 2.96; C 1.19; C -0.82; C -0.82; C -0.65; C -0.81; C -0.87; C 0.61; C -0.79; C -0.89; C -0.67; C -0.82; C -0.66; H 0.89; H 0.43; H 0.43; H 0.48; H 0.50; H 0.42; H 0.39; H 0.44; H 0.31; H 0.20; H 0.44; H 0.38; H 0.43; H 0.65; H 0.77; H 0.44; H 0.44; H 0.55; H 0.47; H 0.50; H 0.42; H 0.45; H 0.44; H 0.55; H 0.43; H 0.42; H 0.48; H 0.18; F -0.60; P 1.47; F -0.21; F -0.47; F -0.37; F -0.34; F -0.33; C -1.70; C 1.14; C -0.88; C -0.13; C -0.38; C -0.87; C -0.96; S 1.38; O -0.97; O -0.59; O 0.13; H 0.40; H 0.33; H 0.38; H 0.39; H 0.55; H 0.32; H 0.39

***

The following is a DFT calculation (ωB97M-V/def2-TZVPD) of C43H35IrN5PS2 as an isolated structure.

Geometry (Å):
Ir1 0.454 -0.350 -0.338
S1 -3.075 -6.180 -2.328
C1 -4.701 -6.122 -1.824
C2 -4.998 -4.955 -1.185
C3 -3.877 -4.092 -1.103
C4 -2.754 -4.623 -1.683
C5 -1.424 -4.015 -1.790
C6 -1.160 -2.813 -1.104
N1 0.004 -2.188 -1.169
C7 1.002 -2.741 -1.911
C8 0.846 -3.929 -2.619
C9 1.969 -4.418 -3.380
C10 3.138 -3.744 -3.412
C11 3.310 -2.516 -2.677
C12 4.483 -1.751 -2.661
C13 4.545 -0.575 -1.935
C14 3.403 -0.199 -1.202
N2 2.290 -0.913 -1.186
C15 2.235 -2.048 -1.927
C16 5.740 0.274 -1.886
C17 5.892 1.471 -1.234
C18 7.187 2.024 -1.395
C19 7.988 1.235 -2.163
S2 7.186 -0.170 -2.694
C20 -0.401 -4.562 -2.543
H1 -5.356 -6.953 -2.029
H2 -5.976 -4.721 -0.796
H3 -3.924 -3.111 -0.652
H4 -1.923 -2.346 -0.503
H5 1.853 -5.342 -3.930
H6 3.972 -4.119 -3.990
H7 5.336 -2.091 -3.236
H8 3.385 0.713 -0.626
H9 5.114 1.958 -0.663
H10 7.506 2.961 -0.964
H11 9.014 1.408 -2.449
H12 -0.553 -5.484 -3.091
N3 -0.744 0.927 -0.866
P1 -1.562 2.045 0.011
C21 -2.161 3.389 -0.989
C22 -2.053 4.714 -0.572
C23 -2.583 5.726 -1.359
C24 -3.208 5.415 -2.558
C25 -3.308 4.094 -2.980
C26 -2.788 3.079 -2.198
C27 -0.460 2.694 1.276
C28 -0.821 2.738 2.620
C29 0.092 3.182 3.569
C30 1.357 3.589 3.178
C31 1.716 3.563 1.834
C32 0.814 3.114 0.885
C33 -2.995 1.333 0.837
C34 -3.973 2.211 1.307
C35 -5.083 1.724 1.983
C36 -5.236 0.359 2.179
C37 -4.282 -0.523 1.689
C38 -3.171 -0.036 1.016
H13 -1.557 4.961 0.359
H14 -2.504 6.756 -1.040
H15 -3.616 6.207 -3.172
H16 -3.792 3.860 -3.919
H17 -2.862 2.050 -2.529
H18 -1.810 2.428 2.931
H19 -0.191 3.219 4.613
H20 2.063 3.941 3.918
H21 2.694 3.911 1.528
H22 1.093 3.105 -0.163
H23 -3.875 3.277 1.144
H24 -5.832 2.414 2.348
H25 -6.107 -0.018 2.697
H26 -4.412 -1.590 1.821
H27 -2.444 -0.722 0.600
C39 -0.834 -0.985 4.828
C40 0.167 -0.876 3.732
C41 1.545 -0.847 3.747
C42 1.959 -0.724 2.418
N4 0.879 -0.678 1.618
N5 -0.192 -0.779 2.446
C43 3.365 -0.646 1.946
H28 -0.327 -1.058 5.786
H29 -1.457 -1.872 4.705
H30 -1.486 -0.111 4.852
H31 2.179 -0.912 4.615
H32 -1.125 -0.748 2.064
H33 4.033 -0.884 2.770
H34 3.605 0.363 1.609
H35 3.560 -1.350 1.140

Calculated values
energy above the lowest of the compared OMol25 structures with the same formula, charge and spin = 6.6 kcal/mol
gap between HOMO and LUMO (spin up / spin down) = 6.51 / 6.50 eV
largest force on an atom = 2.8 eV Å⁻¹
HOMO level (spin up / spin down) = -12.665 / -12.665 eV
electronic energy = -86395.03523 eV
charge = +2
M = 909.11 g/mol

The molecule's Mulliken atomic charges, reported in e, are given here: Ir 1.30; S -0.17; C -0.37; C -0.63; C -0.28; C 0.45; C 0.41; C 0.16; N -0.24; C -0.25; C 0.62; C -1.11; C -1.12; C 0.59; C -0.76; C 0.77; C -0.74; N 0.28; C 0.17; C 0.31; C -0.40; C -0.60; C -0.36; S -0.17; C -0.77; H 0.47; H 0.40; H 0.39; H -0.31; H 0.48; H 0.47; H 0.50; H 0.39; H 0.50; H 0.41; H 0.47; H 0.49; N -0.77; P 1.57; C 0.27; C -0.19; C -0.78; C -0.46; C -0.80; C -0.32; C 0.20; C -0.40; C -0.75; C -0.57; C -0.83; C -0.24; C -0.09; C -0.57; C -0.69; C -0.81; C -0.30; C 1.53; H 0.46; H 0.43; H 0.41; H 0.42; H 0.40; H 0.43; H 0.46; H 0.45; H 0.47; H 0.52; H 0.51; H 0.46; H 0.43; H 0.52; H -1.55; C -1.34; C 0.74; C -1.25; C 0.80; N 0.02; N 0.38; C -1.27; H 0.39; H 0.32; H 0.29; H 0.47; H 0.01; H 0.46; H 0.18; H 0.28

***

The following is a DFT calculation (ωB97M-V/def2-TZVPD) of C43H36AuNO4PTe as an isolated structure.

Geometry (Å):
Au1 -0.381 1.631 -1.390
O1 0.409 4.708 -3.883
C1 0.527 3.705 -3.244
O2 -0.518 2.949 -2.876
C2 1.915 3.208 -2.860
P1 1.847 1.640 -1.971
C3 2.876 1.697 -0.523
C4 2.521 2.663 0.427
C5 3.251 2.782 1.597
C6 4.314 1.923 1.837
C7 4.665 0.959 0.899
C8 3.953 0.842 -0.282
C9 2.105 0.302 -3.116
C10 2.631 -0.935 -2.741
C11 2.738 -1.948 -3.682
C12 2.289 -1.746 -4.980
C13 1.713 -0.533 -5.343
C14 1.614 0.490 -4.415
H1 2.404 3.956 -2.239
H2 2.504 3.098 -3.768
H3 1.660 3.302 0.271
H4 2.969 3.524 2.330
H5 4.874 2.005 2.761
H6 5.503 0.299 1.085
H7 4.272 0.119 -1.018
H8 2.938 -1.121 -1.722
H9 3.173 -2.898 -3.398
H10 2.378 -2.539 -5.711
H11 1.338 -0.384 -6.348
H12 1.147 1.424 -4.702
C15 -1.854 -3.204 3.786
C16 -1.406 -2.110 2.844
C17 -0.818 -0.945 3.303
C18 -0.359 0.051 2.449
C19 0.216 1.309 3.041
O3 0.073 2.401 2.524
C20 0.983 1.217 4.333
C21 0.946 2.309 5.195
C22 1.670 2.294 6.377
C23 2.453 1.190 6.697
C24 2.517 0.109 5.829
C25 1.783 0.121 4.650
C26 -0.477 -0.111 1.051
O4 0.163 0.799 0.316
C27 -1.145 -1.260 0.560
C28 -1.559 -2.232 1.478
C29 -1.428 -1.507 -0.877
N1 -1.258 -0.605 -1.767
C30 -1.597 -0.860 -3.177
C31 -2.403 0.291 -3.759
Te1 -4.291 0.583 -2.788
C32 -3.497 1.386 -0.999
C33 -3.799 0.780 0.209
C34 -3.316 1.309 1.412
C35 -2.515 2.437 1.423
C36 -2.203 3.062 0.223
C37 -2.692 2.551 -0.996
C38 -1.945 -2.868 -1.257
C39 -1.073 -3.808 -1.790
C40 -1.548 -5.047 -2.202
C41 -2.900 -5.345 -2.090
C42 -3.774 -4.403 -1.561
C43 -3.298 -3.167 -1.146
H13 -1.666 -2.930 4.824
H14 -1.319 -4.134 3.586
H15 -2.920 -3.414 3.681
H16 -0.744 -0.783 4.374
H17 0.337 3.165 4.927
H18 1.628 3.143 7.049
H19 3.018 1.175 7.623
H20 3.137 -0.746 6.070
H21 1.855 -0.714 3.961
H22 -2.022 -3.135 1.100
H23 -2.153 -1.784 -3.306
H24 -0.658 -0.960 -3.738
H25 -2.640 0.082 -4.803
H26 -1.876 1.245 -3.729
H27 -4.419 -0.109 0.225
H28 -3.567 0.819 2.346
H29 -2.138 2.839 2.354
H30 -1.607 3.970 0.221
H31 -2.562 3.128 -1.905
H32 -0.018 -3.569 -1.886
H33 -0.862 -5.776 -2.618
H34 -3.274 -6.308 -2.418
H35 -4.830 -4.627 -1.475
H36 -3.982 -2.426 -0.748

Calculated values
gap between HOMO and LUMO = 5.80 eV
largest force on an atom = 1.0 eV Å⁻¹
HOMO level = -10.310 eV
electronic energy = -75123.04063 eV
charge = +1
M = 986.31 g/mol

The molecule's Mulliken atomic charges, reported in e, are given here: Au 2.62; O -0.59; C 0.37; O -0.72; C -0.85; P 1.01; C 0.68; C -0.67; C -0.60; C -0.45; C -0.93; C -0.31; C 1.11; C -0.63; C -1.00; C -0.53; C -0.83; C -0.78; H 0.51; H 0.59; H 0.11; H 0.36; H 0.45; H 0.45; H 0.63; H 0.38; H 0.46; H 0.41; H 0.48; H 0.28; C -1.68; C -0.38; C -0.43; C 0.99; C -0.09; O -0.60; C 0.39; C -0.43; C -0.70; C -0.46; C -0.89; C -0.15; C -1.03; O -0.71; C 1.43; C -0.79; C 0.41; N 0.86; C -0.32; C -1.20; Te 0.22; C -0.16; C -0.17; C -0.40; C -0.37; C -0.19; C -1.61; C -1.60; C 0.22; C -0.87; C -0.55; C -0.92; C 0.51; H 0.40; H 0.36; H 0.34; H 0.54; H 0.43; H 0.43; H 0.42; H 0.43; H 0.49; H 0.58; H 0.53; H -0.20; H 0.73; H 0.22; H 0.45; H 0.42; H 0.55; H 0.46; H 0.88; H 0.51; H 0.42; H 0.39; H 0.45; H 0.42